No. 1
C40H61BMnN7O2P2S as an isolated structure, computed with the ωB97M-V functional and the def2-TZVPD basis.

LUMO level (alpha / beta)	-5.8 / -5.2	eV
energy	-118395.9526	eV
HOMO (alpha / beta)	-12.691 / -12.741	eV

Geometry as ORCA input:
```
! RIJCOSX wB97M-V def2-TZVPD def2/J DEFGRID3
* xyz 2 5
Mn 0.1087 -0.0630 -0.7329
C -0.2995 4.0799 0.2986
C -1.0233 3.7891 -1.0219
C -2.1803 4.7795 -1.1571
C -0.0275 4.0024 -2.1671
P -1.6136 1.9758 -1.0226
C -2.4195 1.8635 0.6437
N -1.3262 1.5047 1.5114
B -0.0919 0.9405 1.0784
N 0.6935 0.7585 2.2485
C 1.9715 0.0977 2.3299
P 2.4195 -0.4582 0.6035
C 3.7115 0.8448 0.1230
C 3.0136 2.2115 0.1892
C 4.9245 0.9011 1.0557
C 4.1885 0.5913 -1.3174
C 3.3249 -2.1037 0.9710
C 4.0245 -2.0773 2.3371
C 2.3028 -3.2408 0.9857
C 4.3395 -2.4119 -0.1351
C -0.0729 1.1177 3.3574
C 0.2041 1.0290 4.7133
C -0.7844 1.4255 5.6041
C -2.0154 1.8974 5.1528
C -2.3019 1.9799 3.7972
C -1.3235 1.5791 2.9003
C -3.0454 1.7726 -2.2475
C -3.3355 0.2670 -2.2737
C -2.6009 2.2095 -3.6463
C -4.3408 2.4877 -1.8501
H 0.1747 5.0609 0.2224
H 0.4788 3.3494 0.5207
H -0.9851 4.1155 1.1458
H -1.8002 5.7803 -0.9419
H -2.9844 4.5788 -0.4492
H -2.5896 4.7994 -2.1653
H 0.1703 5.0705 -2.2782
H -0.3981 3.6351 -3.1237
H 0.9237 3.5147 -1.9501
H -3.1950 1.0894 0.6380
H -2.8751 2.8098 0.9411
H 1.9047 -0.7734 2.9869
H 2.7360 0.7589 2.7409
H 2.6484 2.4408 1.1917
H 2.1727 2.2846 -0.5038
H 3.7341 2.9848 -0.0840
H 4.6504 1.1871 2.0717
H 5.6062 1.6670 0.6788
H 5.4767 -0.0338 1.0929
H 3.3906 0.2266 -1.9665
H 4.9955 -0.1360 -1.3474
H 4.5721 1.5192 -1.7479
H 3.3248 -2.2646 3.1520
H 4.5569 -1.1484 2.5361
H 4.7570 -2.8865 2.3577
H 1.4853 -3.0655 1.6855
H 2.8043 -4.1602 1.2956
H 1.8894 -3.4131 -0.0022
H 5.2252 -1.7836 -0.0747
H 3.8990 -2.3149 -1.1295
H 4.6717 -3.4457 -0.0247
H 1.1554 0.6607 5.0788
H -0.5903 1.3626 6.6660
H -2.7638 2.2013 5.8718
H -3.2636 2.3382 3.4514
H -2.4250 -0.3114 -2.4534
H -4.0434 0.0409 -3.0741
H -3.7912 -0.0510 -1.3352
H -1.6533 1.7461 -3.9365
H -2.4941 3.2906 -3.7226
H -3.3571 1.9070 -4.3743
H -4.6081 2.3061 -0.8086
H -5.1479 2.0889 -2.4692
H -4.3012 3.5578 -2.0234
C -1.4958 -5.0494 -2.9271
N -1.3840 -3.7835 -3.6293
C -1.9054 -3.4969 -4.8798
C -1.5397 -2.2487 -5.2106
N -0.7908 -1.7547 -4.1437
C -0.6882 -2.7264 -3.1667
S 0.1726 -2.6641 -1.7270
C -0.0610 -0.5665 -4.0784
C 0.4695 0.0632 -5.1989
C 1.3292 1.1298 -5.0016
C 1.6558 1.5308 -3.7092
C 1.0333 0.8720 -2.6725
N 0.1842 -0.1280 -2.8553
H -2.1671 -5.6994 -3.4807
H -1.8804 -4.8846 -1.9221
H -0.5191 -5.5242 -2.8470
H -2.5079 -4.2025 -5.4246
H -1.7624 -1.6622 -6.0838
H 0.2429 -0.3012 -6.1910
H 1.7756 1.6288 -5.8508
H 2.3655 2.3264 -3.5324
H 1.1678 1.0977 -1.5951
O -0.1588 -1.7255 6.7622
C 0.2379 -2.6816 5.8276
N -0.3534 -2.3849 4.5201
C -0.8842 -3.3510 3.7299
O -0.8377 -4.5404 3.9712
C -1.5181 -2.8659 2.4532
C -2.6181 -3.5313 1.9316
C -3.1078 -3.1043 0.7089
C -2.4619 -2.0768 0.0444
N -1.3844 -1.4397 0.5188
C -0.9482 -1.8455 1.7158
H -1.0096 -1.9590 7.1469
H -0.0383 -3.7034 6.0871
H 1.3250 -2.6209 5.7581
H -0.5738 -1.4096 4.3679
H -3.0549 -4.3568 2.4781
H -3.9706 -3.5754 0.2583
H -2.8174 -1.7799 -0.9300
H -0.0819 -1.3406 2.1087
*
```

No. 2
An isolated ion of composition C3H3N2O and charge +1, computed with the ωB97M-V functional and the def2-TZVPD basis.

LUMO level (alpha / beta)	-5.1 / -10.3	eV
energy	-8173.2606	eV
energy above the lowest of the compared OMol25 structures with the same formula, charge and spin	129.9	kJ/mol
HOMO (alpha / beta)	-15.117 / -16.890	eV

Geometry as ORCA input:
```
! RIJCOSX wB97M-V def2-TZVPD def2/J DEFGRID3
* xyz 1 3
C 1.0038 0.2025 0.0101
C -0.0671 1.0163 -0.0283
C 0.4601 -1.1989 0.0095
N -0.7972 -1.2208 -0.0193
N -1.2180 0.2291 -0.0146
O -2.3395 0.5337 0.0312
H 2.0533 0.4482 0.0389
H -0.1480 2.0909 -0.0517
H 1.0526 -2.1009 0.0243
*
```

No. 3
A single C3H4N2O molecule, computed with the ωB97M-V functional and the def2-TZVPD basis.

LUMO level	0.7	eV
energy	-8201.0873	eV
energy above the lowest of the compared OMol25 structures with the same formula, charge and spin	270.0	kJ/mol
HOMO	-9.361	eV

Geometry as ORCA input:
```
! RIJCOSX wB97M-V def2-TZVPD def2/J DEFGRID3
* xyz 0 1
N -1.6808 1.2594 0.5026
C -0.6797 0.5435 0.2028
O -0.8449 -0.7339 -0.1125
C 0.4127 -1.3654 -0.3732
C 1.5425 -0.3598 -0.2621
N 0.8449 0.7119 0.0762
H -1.5551 2.2370 0.7409
H 1.0772 1.6752 0.2463
H 0.3557 -1.7950 -1.3776
H 0.5276 -2.1729 0.3566
*
```

No. 4
A single C4H4ClOP molecule, computed with the ωB97M-V functional and the def2-TZVPD basis.

LUMO level	0.6	eV
energy	-28070.2299	eV
energy above the lowest of the compared OMol25 structures with the same formula, charge and spin	43.9	kJ/mol
SMILES string	ClPc1ccco1
HOMO	-8.863	eV

Geometry as ORCA input:
```
! RIJCOSX wB97M-V def2-TZVPD def2/J DEFGRID3
* xyz 0 1
Cl -1.3133 1.5463 2.2699
P -0.0270 0.0180 2.4490
C 0.2930 -0.0936 0.6092
C -0.6381 -0.3654 -0.3190
C 0.0027 -0.1778 -1.5678
C 1.2869 0.3000 -1.2343
O 1.4560 0.3943 0.1283
H -0.9299 -1.1451 2.1425
H -1.5679 -0.9395 -0.1199
H -0.4677 -0.4226 -2.4776
H 1.9054 0.8855 -1.8803
*
```

Max |F|, record by record: 0.056 0.114 0.048 0.062 hartree/bohr